Arrangement a

12
Properties=species:S:1:pos:R:3 method="wB97M-V/def2-TZVPD" charge=+1 lumo_ev=-4.797 orbital_gap_ha=0.449
C -1.35 -0.02 -0.05
C 0.01 -0.06 0.52
C 1.02 -0.93 -0.12
N 0.93 0.88 0.00
H -1.40 -0.27 -1.19
H -2.00 0.93 0.22
H -1.98 -0.79 0.37
H 0.01 0.06 1.53
H 1.75 -1.32 0.45
H 0.80 -1.04 -1.11
H 1.51 1.47 0.53
H 0.79 1.19 -0.96

***

Arrangement b

12
Properties=species:S:1:pos:R:3 method="wB97M-V/def2-TZVPD" charge=+1 lumo_ev=-3.443 orbital_gap_ha=0.499
C -0.56 1.12 -0.21
C 0.43 0.17 0.18
C 0.90 -1.05 -0.54
N -0.89 0.21 0.88
H -0.64 2.20 -0.09
H -1.34 0.97 -1.41
H 1.21 0.51 0.92
H 1.47 -1.69 0.06
H 1.67 -0.67 -1.25
H 0.17 -1.57 -0.99
H -1.09 0.49 1.79
H -1.34 -0.69 0.66

***

Relative energies, unit kJ/mol: arrangement a 0.0; arrangement b 29.9

***

Arrangement a

22
Properties=species:S:1:pos:R:3 method="wB97M-V/def2-TZVPD" charge=+1 lumo_ev=-3.722 orbital_gap_ha=0.368
Na 0.38 0.09 -0.19
O 1.81 0.26 1.16
H 2.54 0.62 0.66
H 1.98 -0.68 1.20
O -0.27 -0.75 1.31
H 0.11 -0.13 1.94
H 0.13 -1.60 1.55
O 0.86 1.57 -0.82
H 1.81 1.47 -0.74
H 0.72 2.51 -0.89
O -0.81 0.10 -2.09
H -1.21 -0.47 -1.43
H -1.40 0.85 -2.14
O -1.71 -0.51 -0.20
H -2.06 -1.31 -0.60
H -1.52 -0.77 0.70
O -0.79 1.24 0.54
H -1.14 1.31 1.42
H -0.59 2.13 0.28
O 0.60 -1.65 -0.55
H -0.10 -1.92 0.05
H 0.67 -2.37 -1.17

***

Arrangement b

22
Properties=species:S:1:pos:R:3 method="wB97M-V/def2-TZVPD" charge=+1 lumo_ev=-3.245 orbital_gap_ha=0.412
Na -0.24 0.31 0.26
O 0.28 -2.10 0.10
H 1.14 -2.40 0.44
H -0.32 -2.84 0.27
O -2.35 -0.72 -0.27
H -2.85 -1.36 0.25
H -2.98 -0.38 -0.92
O -0.51 1.77 -2.02
H -0.15 1.39 -2.84
H -1.38 2.11 -2.27
O 1.64 -0.87 -2.21
H 1.34 -1.33 -1.42
H 1.33 -1.41 -2.95
O 1.70 1.84 -0.31
H 1.10 2.03 -1.04
H 2.53 1.56 -0.72
O -1.56 1.10 2.46
H -2.38 0.89 2.92
H -0.94 1.36 3.14
O 1.48 -0.19 2.01
H 2.01 0.22 2.70
H 1.10 -0.98 2.41

***

Relative energies, unit kJ/mol: arrangement a 1037.5; arrangement b 0.0

***

Arrangement a

56
Properties=species:S:1:pos:R:3 method="wB97M-V/def2-TZVPD" charge=+2 lumo_ev=-5.473 orbital_gap_ha=0.330
Ir -0.04 0.10 -0.26
C -1.67 -1.90 1.43
O -1.57 -0.49 1.12
C -2.85 0.17 1.23
C -2.66 1.59 1.75
O -1.60 2.25 1.10
C -1.92 3.05 -0.02
C -2.21 2.23 -1.26
O -1.08 1.39 -1.59
C -0.96 1.14 -3.01
H -1.96 -1.99 2.48
H -2.42 -2.38 0.80
H -0.69 -2.34 1.27
H -3.36 0.12 0.27
H -3.45 -0.39 1.95
H -3.61 2.13 1.65
H -2.41 1.55 2.81
H -2.78 3.69 0.18
H -1.05 3.69 -0.21
H -3.11 1.62 -1.17
H -2.36 2.91 -2.11
H -0.84 2.09 -3.52
H -0.08 0.52 -3.16
H -1.85 0.63 -3.38
C 0.57 0.55 3.40
As 1.80 -0.53 2.42
C 2.11 -2.16 3.36
C 3.46 0.37 2.19
O 1.18 -1.01 0.90
H 0.96 0.68 4.41
H -0.39 0.04 3.44
H 0.46 1.52 2.90
H 2.42 -1.93 4.38
H 2.90 -2.71 2.86
H 1.20 -2.76 3.38
H 3.99 0.41 3.14
H 3.28 1.39 1.84
H 4.06 -0.18 1.47
O 1.05 1.82 0.48
C 1.80 1.69 -0.52
O 1.55 0.73 -1.32
H 2.65 2.35 -0.73
S -2.02 -3.07 -2.76
C -1.79 -1.74 -1.75
N -0.56 -1.51 -1.36
C 0.33 -2.45 -1.91
C 1.71 -2.49 -1.75
C 2.40 -3.50 -2.40
C 1.74 -4.45 -3.18
C 0.37 -4.41 -3.35
C -0.32 -3.39 -2.70
H -2.61 -1.10 -1.45
H 2.22 -1.76 -1.15
H 3.48 -3.55 -2.30
H 2.31 -5.23 -3.67
H -0.14 -5.14 -3.96

***

Arrangement b

56
Properties=species:S:1:pos:R:3 method="wB97M-V/def2-TZVPD" charge=+2 lumo_ev="-7.287 / -7.345" orbital_gap_ha="0.265 / 0.262"
Ir -0.80 -0.02 -0.05
C -0.82 -2.79 -1.56
O -0.55 -1.40 -1.85
C -1.23 -0.92 -3.03
C -2.41 -0.08 -2.62
O -1.83 0.96 -1.80
C -2.63 2.17 -1.68
C -3.37 2.17 -0.38
O -2.37 2.05 0.62
C -2.87 2.34 1.93
H -0.46 -3.39 -2.39
H -1.89 -2.95 -1.41
H -0.28 -3.03 -0.65
H -1.55 -1.77 -3.64
H -0.52 -0.33 -3.59
H -3.15 -0.63 -2.05
H -2.87 0.38 -3.50
H -3.29 2.25 -2.55
H -1.92 3.00 -1.70
H -4.08 1.34 -0.31
H -3.91 3.11 -0.26
H -3.20 3.38 1.98
H -2.06 2.17 2.64
H -3.71 1.68 2.18
C 1.48 0.20 3.06
As 1.27 -1.50 2.22
C 0.33 -2.70 3.37
C 2.96 -2.28 1.81
O 0.61 -1.27 0.65
H 2.10 0.10 3.94
H 0.49 0.57 3.34
H 1.96 0.88 2.35
H 0.95 -2.85 4.25
H 0.20 -3.66 2.87
H -0.63 -2.28 3.66
H 3.47 -2.55 2.74
H 3.56 -1.57 1.25
H 2.80 -3.18 1.22
O -2.43 -1.16 0.36
C -2.44 -1.06 1.63
O -1.55 -0.37 2.19
H -3.22 -1.56 2.20
S 2.18 3.40 -0.15
C 0.78 2.48 0.06
N 0.81 1.25 -0.39
C 2.06 0.96 -0.97
C 2.44 -0.22 -1.61
C 3.70 -0.28 -2.16
C 4.59 0.80 -2.08
C 4.22 1.97 -1.46
C 2.94 2.04 -0.92
H -0.11 2.88 0.54
H 1.75 -1.05 -1.69
H 4.01 -1.18 -2.67
H 5.58 0.71 -2.51
H 4.89 2.82 -1.42

***

Relative energies, unit kJ/mol: arrangement a 0.0; arrangement b 123.7

***

Arrangement a

10
Properties=species:S:1:pos:R:3 method="wB97M-V/def2-TZVPD" lumo_ev=-0.502 orbital_gap_ha=0.337
C -0.58 -0.67 0.02
C 1.68 -0.24 -0.09
C -0.45 0.60 0.12
H -2.39 -1.33 -0.21
H -0.32 2.38 0.64
O -1.50 -1.73 0.03
O 0.72 -1.30 -0.24
O 2.90 -0.37 0.11
O 1.01 0.93 -0.23
O -1.08 1.73 -0.14

***

Arrangement b

10
Properties=species:S:1:pos:R:3 method="wB97M-V/def2-TZVPD" lumo_ev=-0.345 orbital_gap_ha=0.293
C -0.05 0.16 -0.84
C -1.04 -0.73 1.06
C 0.72 0.64 0.23
H -1.02 -0.12 -2.59
H 2.38 0.68 1.33
O 0.03 0.09 -2.14
O -1.02 -0.74 -0.45
O -1.76 -1.48 1.71
O -0.08 0.17 1.29
O 1.82 1.32 0.41

***

Relative energies, unit kJ/mol: arrangement a 0.0; arrangement b 31.1

***

Arrangement a

16
Properties=species:S:1:pos:R:3 method="wB97M-V/def2-TZVPD" charge=+1 lumo_ev="-4.689 / -5.164" orbital_gap_ha="0.322 / 0.305"
C 0.41 1.47 1.06
C 1.60 0.75 0.34
C -1.69 -0.39 -2.72
C -1.27 -0.45 -1.43
C 0.27 0.18 0.38
N 0.34 -1.09 1.21
H 0.61 1.57 2.12
H 0.06 2.32 0.47
H 1.98 1.30 -0.49
H 2.33 0.50 0.97
H -1.02 -0.22 -3.44
H -2.78 -0.29 -2.96
H -1.93 -0.74 -0.65
H 0.88 -1.75 0.67
H -0.61 -1.47 1.36
H 0.52 -0.92 2.23

***

Arrangement b

16
Properties=species:S:1:pos:R:3 method="wB97M-V/def2-TZVPD" charge=+1 lumo_ev="-5.612 / -3.961" orbital_gap_ha="0.218 / 0.362"
C -0.98 1.31 -0.61
C -0.55 1.22 -1.94
C 1.14 0.32 0.49
C -0.43 0.32 0.48
C 0.35 -0.89 0.11
N 0.45 -2.23 0.78
H -0.83 2.29 -0.25
H -2.13 1.26 -0.58
H -0.35 2.10 -2.53
H 0.03 0.25 -2.27
H 1.57 0.81 -0.40
H 1.59 0.50 1.48
H -0.97 0.52 1.35
H -0.04 -3.07 0.43
H 0.34 -2.10 1.90
H 1.50 -2.50 0.66

***

Arrangement c

16
Properties=species:S:1:pos:R:3 method="wB97M-V/def2-TZVPD" charge=+1 lumo_ev=-3.348 orbital_gap_ha=0.423
C -2.59 0.89 0.17
C -1.63 0.23 -0.04
C -0.30 -0.22 -0.29
C -0.17 -1.68 -0.01
N 0.55 0.75 0.44
C 1.91 0.79 -0.10
H -3.63 1.06 0.28
H -0.23 -0.11 -1.51
H -0.71 -1.82 0.99
H -0.92 -2.29 -0.59
H 0.84 -2.22 -0.17
H 0.35 0.63 1.46
H -0.05 1.57 0.13
H 2.28 1.74 0.30
H 2.39 -0.25 0.12
H 1.92 0.94 -1.17

***

Relative energies, unit kJ/mol: arrangement a 320.4; arrangement b 247.9; arrangement c 0.0

***

Arrangement a

8
Properties=species:S:1:pos:R:3 method="wB97M-V/def2-TZVPD" charge=+1 lumo_ev=-7.580 orbital_gap_ha=0.272
C 0.87 0.43 -0.78
P -0.67 1.14 -0.13
Cl -1.37 -1.64 3.59
Br -2.01 0.40 -1.70
Br -0.56 -1.10 1.70
H 1.01 0.49 -1.87
H 0.99 -0.66 -0.45
H 1.74 0.94 -0.37

***

Arrangement b

8
Properties=species:S:1:pos:R:3 method="wB97M-V/def2-TZVPD" charge=+1 lumo_ev=-6.911 orbital_gap_ha=0.297
C -0.98 0.07 0.58
P 0.49 0.19 -0.55
Cl 0.24 -0.82 -2.24
Br 1.58 2.09 -0.62
Br 2.17 -1.50 0.68
H -0.98 -1.03 0.72
H -1.87 0.38 -0.09
H -0.64 0.63 1.52

***

Relative energies, unit kJ/mol: arrangement a 153.2; arrangement b 0.0